Entry 1:
{
  "formula": "C7H12ClN",
  "method": "ωB97M-V with the def2-TZVPD basis set",
  "symbols": ["Cl", "N", "C", "C", "C", "C", "C", "C", "C", "H", "H", "H", "H", "H", "H", "H", "H", "H", "H", "H", "H"],
  "coordinates": [[-1.22257, -2.09425, -0.70580], [2.27052, -0.72256, 0.55834], [-0.06288, -0.76385, 1.30607], [-2.85466, 1.05298, -0.13627], [1.90172, -0.16096, -0.45397], [1.42431, -1.29616, 1.48060], [2.35737, 0.61309, -1.51649], [-0.67280, -0.57710, -0.03153], [-1.37230, 0.73355, -0.55035], [-3.42309, 0.14199, -0.49732], [3.39202, 1.04689, -1.33246], [1.75869, -1.06989, 2.44870], [-0.73449, 1.57301, -0.26476], [-3.15051, 1.89508, -0.80893], [2.29263, 0.05247, -2.39326], [1.59530, 1.34218, -1.48385], [-0.07579, 0.16863, 1.74434], [-1.32966, 0.56988, -1.60917], [1.38395, -2.38259, 1.34372], [-2.84915, 1.30386, 0.98610], [-0.62862, -1.42623, 1.91630]],
  "forces_ev_per_angstrom": [[-0.22, 0.13, -0.35], [1.58, 1.00, -1.53], [0.19, -0.81, -0.84], [1.18, -0.83, -0.38], [-2.13, -2.28, 2.50], [-2.54, -1.31, -0.71], [2.24, 1.64, 0.29], [1.64, 0.95, 0.04], [0.36, -1.41, 1.14], [0.11, 1.09, 1.13], [-1.13, -0.44, -0.37], [0.29, 0.17, 1.49], [0.10, -0.07, -0.14], [-0.04, -0.41, 0.99], [0.01, -0.66, -1.71], [-0.48, 1.65, -0.90], [0.00, 2.27, 1.22], [-0.06, 0.45, -0.77], [0.33, 0.02, 0.11], [-0.67, -0.50, -1.83], [-0.75, -0.65, 0.61]],
  "lowdin_charge": [0.612, 0.059, -0.260, -0.107, -0.146, -0.214, -0.057, -0.643, -0.299, 0.074, 0.123, 0.096, 0.092, 0.070, 0.074, 0.066, 0.081, 0.075, 0.119, 0.093, 0.090],
  "spin_multiplicity": 1,
  "relative_energy_kj_mol": 378.8,
  "molar_mass_g_mol": 145.63,
  "gap_ev": [7.47, 7.74]
}

Entry 2:
{
  "formula": "C15H17BrMnN6O3S",
  "method": "ωB97M-V with the def2-TZVPD basis set",
  "symbols": ["Br", "Mn", "S", "O", "O", "O", "N", "N", "N", "N", "N", "N", "C", "C", "C", "C", "C", "C", "C", "C", "C", "C", "C", "C", "C", "C", "C", "H", "H", "H", "H", "H", "H", "H", "H", "H", "H", "H", "H", "H", "H", "H", "H", "H"],
  "coordinates": [[4.44550, 0.68842, -2.63820], [-0.24055, 0.12456, 0.52209], [-1.55436, 2.05871, -0.57621], [-2.29044, -0.45601, 1.16104], [-0.07851, -0.02293, 2.44167], [-0.89757, -0.66373, 4.42429], [1.72983, -5.78070, 0.69861], [0.28079, -1.51108, -0.42872], [0.05318, 3.14599, -2.49334], [-0.76149, 1.25031, -3.07756], [1.59743, 1.18976, 0.25587], [1.10947, -3.77820, -0.60739], [1.42497, -4.82214, 0.12378], [2.31081, 1.41399, 1.35881], [3.69409, 1.43339, 1.35539], [-2.20219, -2.51758, 2.38169], [-3.48792, -0.54418, 3.27410], [3.62137, 0.99175, -0.96959], [0.67956, -2.62005, -0.44141], [-0.98945, -0.52715, 3.22264], [-2.26723, -1.00813, 2.50970], [2.24392, 0.97817, -0.88918], [0.54003, 2.89073, -3.76438], [0.02851, 1.70240, -4.12747], [4.37064, 1.21794, 0.16848], [-1.47155, -0.02948, -3.02427], [-0.73977, 2.14234, -2.06299], [-2.98174, 0.21120, 1.10517], [-2.05334, -2.96257, 3.36511], [0.15543, 1.13606, -5.03417], [-4.40354, -0.91369, 2.80288], [-3.12672, -2.90199, 1.94592], [1.74352, 1.57022, 2.26726], [-1.36870, -2.80188, 1.73801], [-1.18348, -0.58176, -2.13869], [4.23247, 1.60153, 2.27707], [-3.52098, 0.54799, 3.32898], [-3.43286, -0.92276, 4.29188], [-1.21500, -0.60333, -3.90903], [0.26185, 3.94115, -1.91501], [5.45147, 1.23006, 0.12526], [1.19609, 3.56408, -4.28711], [1.64129, 0.79685, -1.77032], [-2.54483, 0.14175, -2.99067]],
  "forces_ev_per_angstrom": [[0.01, 0.02, 0.00], [-0.78, 1.25, 0.49], [0.04, -0.22, -0.15], [0.31, -0.42, -0.06], [0.36, 0.07, -0.15], [0.07, 0.08, -0.07], [-0.06, 0.15, -0.11], [-0.08, -0.13, 0.18], [0.12, 0.12, -0.04], [0.02, -0.30, 0.03], [-0.04, -1.00, 0.15], [0.22, -0.51, -0.49], [-0.12, 0.35, 0.16], [0.03, 0.22, 0.26], [0.05, 0.11, 0.04], [-0.03, -0.11, -0.08], [-0.14, 0.01, -0.03], [-0.04, 0.07, -0.21], [-0.05, 0.09, 0.32], [0.01, -0.02, -0.19], [0.01, 0.04, 0.02], [0.01, 0.15, -0.19], [0.00, 0.15, 0.19], [-0.14, -0.23, 0.06], [0.09, 0.02, 0.08], [-0.09, 0.26, -0.14], [0.02, 0.00, -0.22], [0.09, 0.07, -0.07], [0.00, 0.02, -0.02], [-0.03, 0.00, 0.08], [0.06, 0.02, 0.01], [0.03, 0.02, 0.00], [0.01, -0.16, 0.00], [-0.01, -0.02, 0.02], [0.14, -0.10, 0.15], [-0.01, 0.02, 0.00], [-0.01, -0.03, 0.00], [-0.01, 0.01, 0.00], [0.03, 0.01, -0.04], [-0.01, 0.05, 0.01], [-0.02, -0.04, 0.00], [-0.04, -0.02, 0.05], [0.02, -0.14, 0.01], [-0.03, 0.06, -0.04]],
  "lowdin_charge": [0.767, 0.538, 0.687, -0.115, -0.121, 0.085, 0.084, 0.049, 0.077, -0.108, -0.008, 0.083, -0.394, -0.094, -0.025, 0.005, -0.012, -0.664, -0.324, -0.574, -0.505, -0.185, -0.062, -0.044, -0.088, -0.005, -0.777, 0.077, 0.103, 0.129, 0.094, 0.094, 0.117, 0.081, 0.048, 0.117, 0.099, 0.096, 0.097, 0.156, 0.113, 0.122, 0.091, 0.097],
  "s2": 0.8798,
  "spin_multiplicity": 2,
  "molar_mass_g_mol": 496.25,
  "gap_ev": [7.76, 7.60]
}

Entry 3:
{
  "formula": "C12H19O2P",
  "method": "ωB97M-V with the def2-TZVPD basis set",
  "symbols": ["P", "O", "O", "C", "C", "C", "C", "C", "C", "C", "C", "C", "C", "C", "C", "H", "H", "H", "H", "H", "H", "H", "H", "H", "H", "H", "H", "H", "H", "H", "H", "H", "H", "H"],
  "coordinates": [[-2.70231, 0.12634, 0.58915], [1.85689, -1.44367, 0.55491], [-1.07680, 2.08286, 0.54227], [2.53872, 2.07354, 0.01687], [1.25562, 2.64666, 0.14354], [-1.47553, 3.42019, 0.18805], [3.02260, -2.05476, 0.14878], [-1.23423, -1.01552, -2.11398], [-1.50213, -1.23393, 0.40998], [1.67414, -0.14277, 0.36403], [-1.18164, -1.96243, -0.83624], [0.39084, 0.37279, 0.35443], [2.73290, 0.72438, 0.09786], [-1.41195, -2.05702, 1.77831], [0.19532, 1.70240, 0.29810], [-2.09165, -2.86799, 1.59417], [-2.98464, 0.44664, -0.73106], [3.76675, 0.42943, -0.06862], [-1.86674, -2.78538, -1.00418], [-0.97144, -0.01935, -1.88201], [-0.03199, -2.11944, -0.63511], [2.81829, -3.09659, 0.15408], [-3.70752, -0.77779, 0.70352], [1.16757, 3.67733, 0.23346], [-2.56897, 3.24782, -0.19651], [-0.44786, -1.36420, -2.78664], [-1.37748, 3.94532, 1.09937], [3.15528, -1.70702, -0.82704], [3.34751, 2.64485, -0.42735], [3.91972, -1.82691, 0.72019], [-0.43590, -2.37761, 2.09445], [-2.09540, -1.05453, -2.64505], [-0.92587, 3.83259, -0.60441], [-1.75208, -1.46625, 2.67270]],
  "forces_ev_per_angstrom": [[0.33, 0.22, 1.07], [-1.62, -1.01, 1.44], [-0.17, 1.06, -0.99], [-1.34, 1.11, -1.16], [0.68, -3.24, 0.20], [-2.71, -2.70, -0.12], [0.45, 0.22, 0.21], [2.98, -1.96, 1.69], [1.84, 1.81, 2.46], [0.17, 1.37, -0.60], [2.58, 2.30, -0.89], [-1.09, -3.62, 0.52], [0.97, -0.38, 0.07], [-0.46, 2.28, -0.67], [0.79, 2.51, 0.49], [-0.24, -0.72, 0.27], [0.01, 0.00, -0.59], [-0.29, -0.53, 0.15], [0.36, -0.65, 0.27], [0.15, 1.09, 0.48], [-2.31, -1.01, -0.77], [0.06, -0.96, 0.04], [-1.52, -1.16, -0.10], [-0.49, 1.65, -0.16], [1.81, 0.85, 1.04], [-0.01, -0.06, -0.11], [-0.37, 1.27, 0.66], [0.89, 0.10, -1.94], [0.11, 0.35, 0.72], [-0.05, 0.12, 0.41], [0.56, -0.41, -0.62], [-2.93, -0.11, -1.35], [0.97, 0.50, -1.03], [-0.11, -0.30, -1.10]],
  "lowdin_charge": [0.912, -0.097, -0.271, -0.096, -0.008, -0.053, -0.085, -0.098, -0.473, -0.307, -0.242, 0.100, -0.057, -0.099, -0.329, 0.062, -0.080, 0.107, 0.112, 0.037, 0.133, 0.089, -0.115, 0.077, 0.122, 0.074, 0.081, 0.078, 0.104, 0.099, 0.059, 0.024, 0.063, 0.078],
  "spin_multiplicity": 1,
  "relative_energy_kj_mol": 543.9,
  "molar_mass_g_mol": 226.26,
  "gap_ev": [8.23, 8.23]
}

Entry 4:
{
  "formula": "C9H9Cl2O2P",
  "method": "ωB97M-V with the def2-TZVPD basis set",
  "symbols": ["Cl", "Cl", "P", "O", "O", "C", "C", "C", "C", "C", "C", "C", "C", "C", "H", "H", "H", "H", "H", "H", "H", "H", "H"],
  "coordinates": [[0.93820, 1.67684, -0.79004], [-0.66077, 1.06632, 1.76067], [0.12706, 0.18046, 0.19823], [1.05620, -0.86343, 0.50076], [4.84420, 1.48816, 0.44898], [-1.22040, -1.62608, -1.35886], [-1.23345, -0.28883, -0.98364], [-3.18305, 0.11376, -2.24075], [-2.14709, -2.03356, -2.35079], [3.12560, 0.73350, 1.97839], [4.13810, 1.09635, 1.28226], [-3.11604, -1.15925, -2.83612], [2.68828, 0.78298, 3.39939], [-2.31723, 0.53125, -1.25320], [-1.89169, -3.04324, -2.83768], [-3.99297, -1.41225, -3.54266], [-4.00123, 0.82578, -2.57196], [2.41835, -0.21961, 3.72725], [3.40229, 1.30185, 4.09570], [-2.46749, 1.53835, -0.74935], [-0.56511, -2.26591, -0.72889], [1.74450, 1.29975, 3.32528], [2.31375, 0.27680, 1.52705]],
  "forces_ev_per_angstrom": [[0.58, 0.96, -0.45], [-0.61, 0.43, 0.94], [-2.50, 0.51, -2.43], [1.20, -2.04, 0.62], [1.13, 0.08, -0.07], [-0.38, 0.37, -0.09], [0.41, -0.38, 2.60], [-1.87, 0.83, -0.61], [1.45, -1.84, -0.76], [0.13, -0.04, 2.12], [-0.49, 0.46, -1.07], [-1.12, 0.26, 0.00], [1.06, 0.71, 0.87], [0.22, 1.60, -0.33], [-1.14, 1.42, 0.94], [2.05, 0.08, 0.94], [0.99, -1.05, 0.53], [0.38, -0.07, 0.33], [-0.87, -0.62, -0.54], [0.43, -1.36, -0.83], [-0.21, 0.08, -1.39], [-0.28, 0.54, 0.66], [-0.55, -0.94, -1.99]],
  "lowdin_charge": [0.434, 0.436, -0.136, -0.366, 0.153, -0.081, -0.373, -0.110, -0.085, -0.191, -0.206, -0.088, -0.102, -0.123, 0.130, 0.135, 0.124, 0.076, 0.095, 0.127, 0.116, 0.026, 0.009],
  "spin_multiplicity": 1,
  "relative_energy_kj_mol": 31.5,
  "molar_mass_g_mol": 251.05,
  "gap_ev": 8.56
}

Entry 5:
{
  "formula": "C5H11NO",
  "method": "ωB97M-V with the def2-TZVPD basis set",
  "symbols": ["O", "N", "C", "C", "C", "C", "C", "H", "H", "H", "H", "H", "H", "H", "H", "H", "H", "H"],
  "coordinates": [[2.62410, 2.80946, -1.36753], [-0.18579, 0.56640, 0.39962], [-0.62204, 0.48149, -0.90680], [-1.33489, 1.49656, -1.46042], [-0.19144, -0.54942, 1.33775], [-0.62748, -2.99851, 1.16955], [-0.00466, -1.90317, 0.73984], [-0.64488, -3.96417, 0.69874], [1.93826, 2.25619, -1.76792], [-1.29565, 1.85676, -2.47579], [0.66477, -1.87370, -0.11768], [3.12352, 2.09410, -0.91100], [-0.48636, -0.45508, -1.43941], [-1.42029, 2.28576, -0.70418], [0.16495, 1.45379, 0.71205], [-1.13507, -0.52976, 1.90608], [-1.13061, -2.74132, 2.10294], [0.56357, -0.28538, 2.08417]],
  "forces_ev_per_angstrom": [[0.29, -1.48, 0.47], [0.34, -1.08, -0.56], [-1.23, 0.39, -0.57], [1.82, 0.77, 1.42], [-0.37, 1.02, 1.06], [0.20, 1.83, 0.59], [0.46, -0.22, -1.04], [0.25, -0.16, 0.16], [-0.24, 0.45, -0.18], [-0.54, -0.71, -0.36], [-0.11, -0.40, -0.11], [-0.13, 1.00, -0.26], [0.32, -0.03, 0.11], [-0.47, 0.23, -0.48], [-0.24, -0.02, 0.08], [0.03, -0.20, -0.11], [-0.62, -1.02, -0.20], [0.25, -0.38, -0.04]],
  "lowdin_charge": [-0.079, -0.055, -0.262, -0.013, -0.228, 0.018, -0.193, 0.055, 0.017, 0.036, 0.097, 0.049, 0.096, 0.046, 0.120, 0.115, 0.063, 0.120],
  "spin_multiplicity": 1,
  "relative_energy_kj_mol": 300.4,
  "molar_mass_g_mol": 101.15,
  "gap_ev": 9.00
}

| no. | electronic energy (eV) |
| --- | --- |
| 1 | -21462.16071 |
| 2 | -143111.55857 |
| 3 | -26129.66526 |
| 4 | -47907.57253 |
| 5 | -8898.58348 |